[1]
DFT (the ωB97M-V functional and the def2-TZVPD basis) results for 3 unconnected molecules or ions with the total composition C24H50BIN4O6 at a distorted geometry.

XYZ file:
```
86
C24H50BIN4O6 the ωB97M-V functional and the def2-TZVPD basis
C -5.826 -2.506 -3.700
C -4.633 -3.363 -3.256
O -4.523 -3.407 -1.845
C -3.310 -2.886 -3.944
N -2.219 -2.598 -3.021
C -1.465 -1.393 -3.354
C -2.208 -0.218 -2.747
O -1.656 1.011 -3.234
B -2.298 2.178 -3.226
I -4.122 2.532 -2.135
C -1.676 3.408 -4.015
O -2.592 3.932 -5.002
N -2.349 3.303 -6.244
O -2.694 3.981 -7.128
H -5.534 -1.478 -3.925
H -6.295 -2.933 -4.586
H -6.572 -2.486 -2.904
H -4.828 -4.390 -3.570
H -4.788 -2.550 -1.486
H -3.023 -3.612 -4.713
H -3.539 -1.955 -4.468
H -1.592 -3.388 -2.972
H -1.368 -1.253 -4.439
H -0.464 -1.473 -2.927
H -2.125 -0.265 -1.661
H -3.264 -0.286 -3.016
H -1.516 4.239 -3.325
H -0.719 3.155 -4.474
C 2.790 3.464 -2.304
C 2.175 2.156 -1.778
C 0.941 2.460 -0.924
C 1.283 3.101 0.419
C 2.296 2.255 1.189
C 3.544 1.881 0.382
N 3.153 1.359 -0.969
O 2.794 0.126 -0.905
C 4.489 3.084 0.259
C 4.304 0.792 1.127
C 1.788 1.350 -3.013
H 2.219 3.801 -3.170
H 2.767 4.279 -1.586
H 3.822 3.312 -2.623
H 0.393 1.529 -0.744
H 0.274 3.115 -1.493
H 1.660 4.118 0.277
H 0.372 3.199 1.014
H 2.617 2.779 2.092
H 1.810 1.334 1.520
H 5.313 2.857 -0.419
H 4.913 3.302 1.240
H 4.005 3.995 -0.081
H 3.652 -0.044 1.364
H 4.679 1.202 2.066
H 5.153 0.422 0.550
H 2.665 1.152 -3.632
H 1.073 1.924 -3.602
H 1.329 0.400 -2.757
C -1.528 -0.971 3.302
C -0.164 -1.520 2.847
C -0.159 -3.047 2.912
C -0.149 -3.584 4.342
C 1.004 -2.990 5.150
C 1.081 -1.460 5.100
N 0.963 -0.982 3.683
O 2.085 -1.094 3.068
C -0.004 -0.834 5.988
C 2.418 -0.991 5.664
C 0.021 -1.044 1.409
H -2.234 -1.053 2.476
H -1.965 -1.517 4.133
H -1.455 0.082 3.578
H 0.722 -3.422 2.382
H -1.034 -3.421 2.374
H -1.103 -3.382 4.837
H -0.047 -4.670 4.318
H 0.928 -3.296 6.196
H 1.946 -3.400 4.772
H -0.037 0.247 5.850
H 0.234 -1.032 7.033
H -1.000 -1.233 5.815
H 3.259 -1.478 5.176
H 2.454 -1.231 6.728
H 2.533 0.087 5.549
H -0.009 0.046 1.359
H -0.796 -1.437 0.801
H 0.961 -1.377 0.975
```

energy relative to the best compared isomer or geometry (same formula, charge and spin) = 0.00 kcal/mol
2S+1 = 3

[2]
DFT (the ωB97M-V functional and the def2-TZVPD basis) results for a single C24H50NO6P molecule at a distorted geometry.

XYZ file:
```
82
C24H50NO6P the ωB97M-V functional and the def2-TZVPD basis
C -2.191 2.117 -5.403
C -2.094 0.573 -5.210
C -2.140 0.115 -3.738
C -0.773 -0.229 -3.081
C 0.296 0.709 -3.718
O 1.502 0.757 -2.978
C 1.607 1.928 -2.190
O -0.725 -0.002 -1.677
C -0.656 -1.198 -0.895
C 0.668 -1.994 -1.094
C 0.597 -3.465 -1.581
N 0.248 -3.684 -2.972
C -0.625 -0.662 0.594
C -1.890 0.156 0.940
C -2.901 -0.609 1.842
O 0.582 0.063 0.730
C 0.845 0.566 2.030
C 0.391 -0.324 3.218
C 1.040 -0.049 4.579
C 0.797 1.364 5.202
C -0.420 2.126 4.679
O -0.841 3.049 5.736
C -0.835 4.342 5.300
O -1.828 4.856 5.004
C 2.330 0.938 2.212
C 2.962 1.595 0.973
C 3.666 0.553 0.112
O 4.779 0.087 0.891
C 5.554 -0.860 0.168
P -2.163 -2.329 -1.148
C -2.422 -3.492 0.281
C -3.758 -1.398 -1.334
H -2.935 2.351 -6.164
H -2.595 2.521 -4.471
H -1.225 2.584 -5.589
H -1.281 0.136 -5.787
H -3.009 0.187 -5.668
H -2.714 -0.818 -3.738
H -2.685 0.799 -3.083
H -0.506 -1.237 -3.401
H 0.556 0.329 -4.708
H -0.082 1.733 -3.817
H 1.332 2.844 -2.728
H 2.656 2.036 -1.915
H 1.022 1.787 -1.276
H 1.277 -2.015 -0.187
H 1.284 -1.466 -1.830
H 0.015 -4.113 -0.925
H 1.623 -3.847 -1.475
H -0.746 -3.779 -3.127
H 0.688 -3.032 -3.604
H -0.647 -1.588 1.182
H -1.642 1.051 1.514
H -2.373 0.544 0.046
H -3.876 -0.736 1.376
H -3.078 -0.024 2.751
H -2.487 -1.552 2.198
H 0.305 1.524 2.127
H -0.690 -0.206 3.324
H 0.538 -1.369 2.922
H 2.106 -0.275 4.599
H 0.595 -0.768 5.275
H 1.723 1.936 5.133
H 0.618 1.210 6.268
H -0.105 2.759 3.845
H -1.279 1.500 4.449
H 0.105 4.915 5.263
H 2.853 0.011 2.460
H 2.444 1.643 3.032
H 2.263 2.231 0.431
H 3.750 2.260 1.346
H 4.080 0.948 -0.820
H 2.994 -0.306 -0.022
H 6.595 -0.753 0.478
H 5.505 -0.673 -0.910
H 5.179 -1.861 0.411
H -1.479 -3.607 0.817
H -2.670 -4.461 -0.156
H -3.254 -3.231 0.936
H -4.456 -1.599 -0.518
H -3.648 -0.331 -1.512
H -4.246 -1.794 -2.227
```

structure (SMILES) = CCC[C@@H](COC)O[C@@](CCN)([C@H](CC)O[C@@H](CCCCOC=O)CCCOC)P(C)C

[3]
DFT (the ωB97M-V functional and the def2-TZVPD basis) results for 4 unconnected molecules or ions with the total composition C24H51BN5O12P at a distorted geometry.

XYZ file:
```
94
C24H51BN5O12P the ωB97M-V functional and the def2-TZVPD basis
C 3.912 -4.914 1.136
C 3.346 -3.646 0.434
B 2.396 -2.799 1.347
O 2.737 -2.735 2.702
C 1.084 -1.965 0.958
N -0.018 -2.572 1.716
C -0.868 -3.333 0.895
O -1.772 -4.047 1.297
C -0.411 -3.101 -0.542
C 0.218 -4.502 -0.878
P -1.805 -2.952 -1.816
N -1.221 -3.846 -3.148
O -2.988 -3.949 -1.256
C 0.562 -1.909 -0.501
C -0.247 -0.592 -0.708
C -1.415 -0.385 0.255
C -2.238 0.873 -0.021
C -1.437 2.157 0.212
C -2.947 0.859 -1.386
C -4.457 0.612 -1.238
C -4.816 -0.660 -0.506
C -5.583 -1.640 -1.043
C -5.539 -2.013 -2.497
C -6.572 -2.420 -0.186
C 1.622 -1.904 -1.603
O 2.797 -1.234 -1.160
C 2.948 0.096 -1.573
O 3.537 0.789 -0.510
C 2.925 2.017 -0.168
C 2.216 1.913 1.185
O 2.957 1.028 2.031
H 3.398 -5.116 2.075
H 3.841 -5.798 0.510
H 4.949 -4.742 1.413
H 4.190 -2.991 0.205
H 2.921 -3.935 -0.520
H 3.100 -1.865 2.893
H 1.276 -0.917 1.220
H 0.226 -3.167 2.501
H -0.603 -5.218 -0.890
H 0.879 -4.834 -0.077
H 0.714 -4.515 -1.839
H -1.793 -3.571 -3.939
H -1.388 -4.845 -3.026
H -3.418 -3.536 -0.499
H 0.458 0.213 -0.497
H -0.626 -0.537 -1.725
H -2.098 -1.234 0.310
H -0.996 -0.275 1.259
H -3.024 0.898 0.739
H -0.588 2.250 -0.463
H -1.057 2.138 1.235
H -2.107 3.011 0.159
H -2.800 1.807 -1.905
H -2.579 0.041 -2.006
H -4.877 0.504 -2.239
H -4.952 1.454 -0.754
H -4.466 -0.784 0.517
H -6.492 -1.876 -3.017
H -4.764 -1.483 -3.044
H -5.311 -3.079 -2.537
H -7.118 -1.707 0.420
H -6.045 -3.119 0.467
H -7.260 -2.967 -0.824
H 1.211 -1.420 -2.491
H 1.915 -2.894 -1.934
H 2.009 0.547 -1.900
H 3.638 0.114 -2.427
H 3.737 2.737 -0.038
H 2.283 2.417 -0.950
H 2.227 2.891 1.671
H 1.203 1.525 1.082
H 2.351 0.672 2.679
C -0.788 3.580 4.278
N -2.230 3.684 3.924
O -3.036 3.650 4.826
O -2.493 3.795 2.747
H -0.704 3.486 5.354
H -0.394 2.703 3.773
H -0.300 4.482 3.921
C 2.084 5.358 -3.060
N 1.834 5.262 -1.596
O 1.001 4.470 -1.213
O 2.489 5.990 -0.881
H 1.432 4.656 -3.565
H 1.871 6.379 -3.360
H 3.130 5.117 -3.227
C 4.813 4.817 1.488
N 5.250 6.004 2.272
O 6.357 6.446 2.058
O 4.460 6.446 3.077
H 5.616 4.537 0.817
H 4.599 4.016 2.190
H 3.923 5.101 0.931
```

structure (SMILES) = CCB(O)[C@@H]1NC(=O)[C@@](C)(P(N)O)[C@]1(CC[C@@H](C)CCC=C(C)C)COCOCCO.C[N+](=O)[O-].C[N+](=O)[O-].C[N+](=O)[O-]

[4]
DFT (the ωB97M-V functional and the def2-TZVPD basis) results for a molecular structure, C24H51F4IN5O9P2S3 at a distorted geometry.

XYZ file:
```
99
C24H51F4IN5O9P2S3 the ωB97M-V functional and the def2-TZVPD basis
C 4.409 -3.117 2.217
C 4.900 -2.439 0.936
O 4.595 -1.027 1.006
P 4.907 -0.133 -0.270
O 5.653 -0.875 -1.300
C 3.331 0.402 -0.974
C 2.062 0.389 -0.064
C 1.117 -0.660 -0.670
C -0.146 -1.192 0.050
C 0.332 -1.460 1.501
F -0.435 -2.238 2.264
F 0.371 -0.311 2.138
F 1.516 -2.018 1.516
C -0.509 -2.444 -0.867
C -0.602 -2.049 -2.341
C 0.510 -2.487 -3.344
N 1.635 -3.194 -2.727
N -0.134 -3.358 -4.341
N 0.927 -1.303 -4.103
N -1.752 -3.245 -0.451
S -1.399 -4.474 0.848
P -2.036 -4.644 -1.758
S -0.453 -5.679 -2.064
C -3.021 -2.362 -0.128
C -3.918 -2.275 -1.373
C -5.082 -1.267 -1.492
O -6.126 -1.899 -2.221
S -4.135 -3.270 1.063
O -4.151 -4.635 0.667
O -5.385 -2.605 1.093
F -3.484 -3.075 2.446
C -2.529 -1.012 0.578
C -3.626 -0.067 1.081
C -3.147 0.801 2.269
N -1.351 -0.379 -0.008
C -1.329 0.905 -0.618
I -0.734 2.653 0.644
C -2.545 1.242 -1.519
C -3.407 2.459 -1.205
O 5.719 1.126 0.228
C 5.065 2.255 0.838
C 6.019 3.438 0.796
H 5.233 -3.438 2.847
H 3.808 -3.990 1.964
H 3.769 -2.437 2.774
H 4.426 -2.888 0.066
H 5.975 -2.561 0.848
H 3.217 -0.254 -1.836
H 3.487 1.400 -1.384
H 2.387 0.165 0.945
H 1.661 1.393 -0.111
H 1.737 -1.533 -0.864
H 0.885 -0.253 -1.646
H 0.329 -3.135 -0.740
H -1.535 -2.368 -2.789
H -0.702 -0.969 -2.435
H 2.001 -3.916 -3.330
H 2.408 -2.563 -2.549
H 0.028 -3.019 -5.278
H 0.174 -4.317 -4.267
H 1.514 -0.696 -3.540
H 1.533 -1.612 -4.856
H -0.072 -4.381 1.028
H -3.011 -5.468 -1.209
H -2.520 -4.098 -2.949
H -4.428 -3.239 -1.472
H -3.334 -2.198 -2.288
H -4.819 -0.399 -2.090
H -5.482 -0.925 -0.547
H -6.708 -2.348 -1.596
H -2.228 -1.410 1.547
H -4.119 0.516 0.315
H -4.423 -0.664 1.506
H -2.094 0.621 2.470
H -3.305 1.857 2.086
H -3.691 0.530 3.172
H -0.502 0.995 -1.306
H -2.188 1.352 -2.543
H -3.173 0.358 -1.496
H -4.300 2.399 -1.834
H -3.770 2.480 -0.182
H -2.912 3.387 -1.470
H 4.153 2.530 0.306
H 4.818 2.028 1.875
H 5.471 4.376 0.840
H 6.545 3.408 -0.157
H 6.760 3.383 1.588
C 0.540 9.605 3.410
O 1.124 8.370 2.979
C 0.451 7.287 3.348
O -0.567 7.263 3.987
O 1.100 6.213 2.886
C 0.478 4.974 3.220
H 1.191 10.389 3.039
H -0.457 9.724 2.991
H 0.494 9.647 4.496
H -0.525 4.920 2.799
H 0.432 4.840 4.300
H 1.100 4.194 2.787
```

charge = +1

[5]
DFT (the ωB97M-V functional and the def2-TZVPD basis) results for 2 unconnected molecules or ions with the total composition C24H51IN5O.

XYZ file:
```
82
C24H51IN5O the ωB97M-V functional and the def2-TZVPD basis
C 0.847 -4.077 -3.954
C 2.227 -3.554 -4.339
C 2.815 -2.542 -3.338
C 3.430 -1.330 -4.044
C 2.397 -0.330 -4.558
C 1.596 0.433 -3.482
C 2.017 1.903 -3.405
C 3.436 2.160 -2.877
C 3.894 1.428 -1.609
C 3.588 2.181 -0.316
C 2.108 2.373 0.035
C 1.604 1.310 1.003
N 0.259 1.617 1.498
C -0.084 2.453 2.455
N -1.378 2.572 2.597
C -1.905 1.771 1.656
N -3.230 1.705 1.484
C -4.001 0.964 0.532
I -4.004 2.028 -1.370
C -5.397 0.707 1.072
C -6.402 0.148 0.070
N -0.929 1.142 0.975
C -0.876 0.141 -0.098
C -0.604 -1.265 0.439
C -1.798 -1.943 1.102
C -1.478 -3.356 1.587
C -2.708 -4.250 1.721
N -2.310 -5.627 2.013
H 0.143 -3.252 -3.827
H 0.889 -4.640 -3.021
H 0.445 -4.739 -4.720
H 2.173 -3.099 -5.330
H 2.910 -4.400 -4.433
H 2.029 -2.219 -2.648
H 3.582 -3.027 -2.731
H 3.994 -1.706 -4.903
H 4.164 -0.826 -3.408
H 2.914 0.410 -5.172
H 1.714 -0.856 -5.229
H 0.528 0.393 -3.709
H 1.710 -0.055 -2.508
H 1.982 2.278 -4.431
H 1.281 2.502 -2.861
H 4.139 1.952 -3.686
H 3.537 3.231 -2.674
H 4.979 1.322 -1.653
H 3.506 0.407 -1.564
H 4.079 1.664 0.516
H 4.054 3.165 -0.381
H 1.481 2.369 -0.859
H 1.961 3.346 0.510
H 2.233 1.253 1.890
H 1.590 0.319 0.555
H 0.633 2.993 3.054
H -3.735 2.350 2.076
H -3.506 0.021 0.347
H -5.770 1.626 1.531
H -5.267 -0.014 1.886
H -6.957 0.936 -0.433
H -7.120 -0.491 0.579
H -5.907 -0.456 -0.691
H -1.806 0.201 -0.655
H -0.096 0.465 -0.787
H -0.242 -1.880 -0.387
H 0.217 -1.210 1.160
H -2.628 -1.985 0.387
H -2.131 -1.336 1.952
H -0.997 -3.297 2.566
H -0.768 -3.837 0.913
H -3.307 -4.180 0.805
H -3.339 -3.868 2.528
H -2.461 -6.226 1.213
H -2.868 -6.023 2.758
C 1.051 4.008 6.238
C 0.102 3.104 7.002
O -1.259 3.319 6.647
H 0.794 5.055 6.397
H 2.086 3.851 6.543
H 0.985 3.811 5.163
H 0.158 3.311 8.069
H 0.373 2.052 6.856
H -1.366 3.142 5.707
```

charge = +1
energy relative to the best compared isomer or geometry (same formula, charge and spin) = 0.00 kcal/mol

| no. | E (Ha) |
| --- | --- |
| 1 | -1937.30963 |
| 2 | -1791.85501 |
| 3 | -2487.65276 |
| 4 | -4470.16626 |
| 5 | -1591.54880 |